50
Properties=species:S:1:pos:R:3:lowdin_charge:R:1 method="wB97M-V/def2-TZVPD" gap_ha="0.2038 / 0.1996" charge=+2
H 5.004 -0.402 -0.334 0.11
C -3.602 -0.365 -0.871 -0.15
C -3.182 0.914 2.520 -0.14
H 4.041 1.637 -2.799 0.10
N -2.226 -0.723 -0.961 -0.03
C -3.870 0.419 0.373 -0.25
N -2.727 3.609 1.695 0.18
H -2.433 0.786 3.293 0.12
Pd -0.826 0.087 0.399 0.99
C -0.440 -2.011 -1.847 -0.19
C 3.143 1.281 -2.306 -0.01
N 2.710 0.401 1.219 0.18
C 2.415 0.640 -0.114 -0.40
C 1.435 -3.257 -2.620 -0.01
N 1.181 0.629 -0.509 0.03
C 4.836 0.649 -0.580 -0.01
N 0.102 -1.870 -0.642 0.04
C 0.202 -2.680 -2.884 0.04
N 0.597 -0.175 2.091 0.06
H 2.752 0.443 -2.891 0.11
H 5.471 0.890 -1.428 0.10
C -4.333 1.648 2.775 -0.04
O -2.572 -1.834 -2.916 0.14
H 1.974 -3.781 -3.396 0.13
S -0.952 2.530 -0.178 0.80
C 1.954 -3.177 -1.337 -0.02
H -3.928 0.173 -1.775 0.15
H -4.490 2.101 3.742 0.13
C 1.260 -2.453 -0.376 -0.13
H -5.788 1.167 -0.231 0.14
H -6.143 2.401 1.899 0.13
N 2.447 0.046 3.466 0.20
H 5.165 1.280 0.248 0.10
C -1.852 -1.509 -1.997 -0.47
H 3.666 0.587 1.493 0.14
H 1.634 -2.354 0.632 0.11
N 3.450 0.888 -0.940 -0.13
H 2.874 -3.676 -1.078 0.12
H 1.057 0.804 -1.500 0.06
C -5.266 1.790 1.754 -0.01
H -0.280 -2.755 -3.847 0.14
H 0.137 -0.465 2.953 0.09
H 2.420 2.099 -2.311 0.10
C -2.000 3.168 0.915 -0.76
C 1.857 0.090 2.257 -0.47
H -4.215 -1.286 -0.856 0.17
N -2.931 0.357 1.337 0.03
H 3.420 0.262 3.614 0.13
C -5.050 1.134 0.554 0.03
H 1.903 -0.139 4.294 0.13

***

41
Properties=species:S:1:pos:R:3:lowdin_charge:R:1 method="wB97M-V/def2-TZVPD" gap_ha=0.3208 charge=0 smiles=COc1ccc(OCCN(C)Cc2ccccc2)cc1
C 3.105 1.342 -0.573 -0.02
H -0.865 -3.385 0.374 0.13
C -3.021 2.228 -0.851 -0.08
H -5.046 -0.531 0.908 0.11
H -2.574 -1.881 -0.898 0.12
O 5.216 1.001 0.619 -0.09
C 2.684 -1.394 -0.373 -0.02
O 0.580 -1.051 -1.588 -0.06
C -2.479 0.966 -0.697 -0.03
C 1.729 -0.599 -1.001 -0.27
H 5.573 2.721 -0.488 0.09
H -3.195 -2.030 0.758 0.13
H 4.569 -1.435 0.639 0.12
C -3.203 -0.037 -0.063 -0.22
C -4.296 2.500 -0.379 -0.10
H 0.509 -2.366 0.858 0.11
C -0.373 -2.409 0.215 -0.18
C 4.053 0.548 0.062 -0.28
C 0.084 -2.323 -1.251 -0.18
H -1.549 -1.736 2.610 0.09
C -2.584 -1.401 0.084 -0.16
H 0.818 -3.114 -1.457 0.12
H -0.764 -2.464 -1.927 0.12
H -4.721 3.485 -0.501 0.10
H -1.774 -0.043 2.112 0.09
H 3.242 2.408 -0.667 0.10
H -2.453 3.004 -1.343 0.10
H 2.557 -2.462 -0.294 0.11
C 5.496 2.377 0.549 -0.10
N -1.215 -1.283 0.555 -0.22
C -1.168 -0.934 1.955 -0.08
C -4.476 0.242 0.411 -0.05
H 4.738 2.970 1.072 0.09
H 1.222 1.383 -1.587 0.12
C 3.827 -0.823 0.151 0.00
H -0.140 -0.708 2.238 0.09
H -6.015 1.712 0.623 0.10
H -1.486 0.738 -1.054 0.10
C 1.959 0.770 -1.093 0.00
C -5.022 1.505 0.251 -0.09
H 6.458 2.508 1.043 0.09

***

44
Properties=species:S:1:pos:R:3:lowdin_charge:R:1 method="wB97M-V/def2-TZVPD" gap_ha=0.3315 charge=0 smiles="CCCOc1ccc(S(=O)(=O)NCc2ccc(OC)cc2)cc1"
H -4.767 -1.881 -1.912 0.11
H 1.682 2.142 -2.208 0.12
H -3.141 1.745 1.341 0.08
C -0.372 2.187 1.046 -0.01
S 2.963 -1.226 -0.017 0.64
C -4.110 -2.042 -1.055 -0.22
H -5.731 -2.590 0.266 0.07
H -0.925 2.201 1.971 0.11
O 3.301 -2.275 -0.933 -0.29
C -0.239 2.428 -1.338 0.00
C -3.810 -0.684 -0.418 -0.21
C -0.760 -1.091 1.536 0.01
H -4.136 -3.112 0.815 0.07
C -3.146 2.710 0.825 -0.08
C 1.107 2.143 -1.292 -0.05
N 3.415 0.188 -0.774 -0.12
H 0.862 -1.057 -1.950 0.12
H 1.452 1.686 2.025 0.12
C -0.977 -0.933 -0.860 0.00
C -4.771 -2.987 -0.059 -0.10
H -1.569 -0.826 -1.754 0.12
H -3.183 -2.491 -1.415 0.10
H -2.836 3.498 1.519 0.10
H -4.935 -3.962 -0.510 0.07
C 1.181 -1.161 0.152 -0.29
O -2.330 2.684 -0.323 -0.09
C -1.567 -0.936 0.403 -0.26
H 3.514 1.243 0.960 0.11
O 3.547 -1.217 1.290 -0.29
O -2.887 -0.772 0.654 -0.06
C 0.397 -1.049 -0.976 -0.05
C 0.608 -1.197 1.409 -0.06
H -0.732 2.645 -2.273 0.12
H -4.151 2.925 0.465 0.10
H -1.235 -1.111 2.503 0.12
H 1.252 -1.303 2.268 0.12
C -1.000 2.436 -0.168 -0.28
C 0.980 1.895 1.077 -0.04
H 3.128 0.194 -1.740 0.10
C 1.736 1.852 -0.084 -0.24
H -4.720 -0.289 0.044 0.13
H 3.820 2.198 -0.509 0.13
H -3.462 0.038 -1.166 0.12
C 3.182 1.429 -0.062 -0.19

***

44
Properties=species:S:1:pos:R:3:lowdin_charge:R:1 method="wB97M-V/def2-TZVPD" gap_ha=0.3096 charge=0 smiles="COc1ccc(/C=C/C(=O)OCC(=O)NC[C@H]2CCCO2)cc1"
N -2.166 0.702 3.009 0.09
H 2.184 1.962 3.670 0.12
H 1.167 1.635 5.088 0.12
H 2.651 -0.388 3.975 0.11
C 2.109 0.620 -4.688 -0.27
H 3.591 -0.850 -4.149 0.10
C -1.714 -1.139 0.385 -0.49
H -1.788 0.287 -1.237 0.11
C 1.146 -0.338 2.390 -0.17
H 0.472 1.959 -4.951 0.12
H -4.486 -0.723 1.987 0.14
C 2.637 -0.408 -3.911 -0.02
C 3.954 0.656 -6.189 -0.08
H 3.895 -0.405 -6.452 0.10
O 0.300 0.754 2.045 -0.11
C 0.693 -0.342 -2.460 -0.22
O -1.206 -2.053 0.989 0.10
H 0.594 -1.274 2.264 0.11
C -3.446 -1.056 1.971 -0.07
C 1.348 1.373 4.048 -0.13
C -2.709 -0.516 3.203 -0.47
C 0.175 0.693 -3.250 -0.01
O 2.704 1.158 -5.781 -0.08
H 1.989 -0.329 1.689 0.12
H 4.716 0.798 -5.416 0.10
H -3.404 -2.149 2.005 0.14
C 1.934 -0.874 -2.818 -0.02
H 0.047 2.617 2.780 0.15
H -1.025 0.489 4.688 0.12
C 0.867 1.163 -4.339 0.01
O -2.888 -0.571 0.761 -0.02
H -2.151 1.071 2.068 0.14
C -1.193 1.250 3.921 -0.11
H 0.517 -1.673 -0.780 0.12
C 0.117 1.595 3.168 -0.32
H -1.588 2.152 4.402 0.13
C -1.181 -0.497 -0.813 0.02
H 2.355 -1.672 -2.224 0.12
O -2.675 -1.118 4.253 0.07
H -0.780 1.129 -3.004 0.11
C 0.007 -0.875 -1.307 -0.01
C 1.606 -0.120 3.836 -0.14
H 1.000 -0.714 4.519 0.11
H 4.228 1.230 -7.073 0.09

***

59
Properties=species:S:1:pos:R:3:lowdin_charge:R:1 method="wB97M-V/def2-TZVPD" gap_ha=0.2540 charge=+1
F -1.207 3.537 -3.758 0.04
H -1.662 1.315 -4.739 0.15
F -4.052 -1.004 -4.190 0.07
F -3.920 -1.800 -1.958 -0.20
C -2.002 5.806 -1.802 -0.15
C -1.496 0.519 -3.925 -0.06
O -2.734 6.135 -4.130 -0.05
O 4.701 -2.588 4.498 -0.26
C -1.444 4.375 -1.378 -0.07
C -2.858 -1.801 -4.211 -0.30
S -1.217 -1.623 2.333 0.68
F -2.779 -3.740 -1.262 -0.15
C -0.689 2.633 0.541 0.03
H 3.824 -0.869 5.284 0.11
H 2.628 -2.801 6.331 0.07
F -1.667 -3.910 -3.290 -0.14
O 2.961 -1.701 2.950 -0.31
H -0.919 0.753 2.898 0.07
C -1.233 4.040 0.123 -0.46
C -0.193 -0.091 2.646 -0.54
H -0.598 2.478 1.678 0.12
C -0.206 0.771 -3.004 -0.09
H 5.242 -2.811 1.801 0.08
C 0.229 0.272 0.005 -0.15
H 0.287 -0.181 -2.623 0.11
F -0.328 -1.670 -4.508 0.05
H 0.582 1.283 -3.684 0.15
H 3.952 -3.969 1.365 0.08
H -1.087 6.441 -2.120 0.16
H 3.500 -1.902 7.578 0.08
H 4.148 -3.434 6.948 0.09
H -2.418 0.615 -3.228 0.14
H -0.566 -0.525 -0.186 0.10
H 5.167 -4.421 2.592 0.08
F -1.586 -1.868 -1.945 -0.19
N -0.329 1.597 -0.424 -0.02
H 1.670 -0.597 1.470 0.11
C -0.519 1.856 -1.853 0.00
C -1.564 -0.943 -4.598 -0.28
H 5.328 -1.400 6.026 0.13
F -4.064 -3.748 -3.214 -0.17
H -2.481 6.395 -0.930 0.10
S -2.754 -2.824 -2.658 1.01
H 1.107 0.051 -0.718 0.15
C 0.856 0.235 1.478 -0.22
F -1.703 -0.683 -6.019 0.04
S 3.538 -2.934 3.431 0.61
C 3.622 -2.514 6.682 -0.07
C -3.097 5.773 -2.977 -0.76
C 4.380 -1.752 5.611 -0.27
H 0.408 -0.300 3.607 0.08
H 1.405 1.234 1.654 0.13
Br -1.628 5.367 1.567 0.73
F -3.067 -2.722 -5.297 0.06
C 4.588 -3.600 2.171 -0.12
I -5.187 5.189 -2.675 0.81
H -2.545 -1.184 2.463 -0.11
O 2.726 -3.996 3.957 -0.27
C -1.052 3.236 -2.387 -0.01

***

46
Properties=species:S:1:pos:R:3:lowdin_charge:R:1 method="wB97M-V/def2-TZVPD" gap_ha=0.3254 charge=0 smiles="O=C(CN1CCN(C(=O)[C@H]2CCCO2)CC1)Nc1ccc(Br)cc1"
H -0.400 -3.233 0.480 0.11
H -2.503 -3.051 -0.634 0.11
H -1.460 -0.920 -1.100 0.12
C -1.360 0.085 2.318 -0.01
O 1.058 -1.689 1.000 0.04
N 1.324 1.437 -1.088 -0.20
H 2.316 -1.251 -2.661 0.12
H 3.644 -0.222 -2.091 0.13
C -0.346 -3.457 -0.586 -0.10
C 0.495 2.611 -1.232 -0.09
H 1.065 3.545 -1.346 0.14
C 1.737 0.817 -2.332 -0.14
H -2.073 -1.215 3.859 0.10
O 0.056 -1.774 -2.225 -0.12
C 2.575 -0.435 -1.992 -0.11
C 0.717 -2.547 -1.230 -0.22
H -0.646 -0.633 1.944 0.09
N -0.651 1.612 0.624 0.14
H -0.128 2.498 -2.124 0.14
C -0.469 2.774 -0.049 -0.45
O -1.005 3.832 0.194 0.07
C -2.370 2.273 2.231 0.00
H -1.869 -1.435 -2.761 0.13
H 3.954 0.103 0.348 0.13
C -1.308 -1.697 -1.864 -0.18
C -3.054 0.690 3.886 -0.69
H 2.326 1.501 -2.967 0.13
H 2.164 2.231 0.647 0.13
C 1.373 -1.632 -0.177 -0.38
C -1.646 -3.077 -1.301 -0.13
H -0.068 0.844 0.299 0.12
H -1.851 -3.769 -2.118 0.11
N 2.337 -0.796 -0.616 -0.05
C 2.865 0.201 0.299 -0.10
C 2.458 1.605 -0.196 -0.14
C -3.164 1.945 3.313 -0.12
C -1.464 1.344 1.724 -0.21
H -0.099 -4.508 -0.708 0.12
H 1.506 -3.120 -1.730 0.16
H 3.301 2.098 -0.708 0.13
H -2.444 3.247 1.778 0.10
H 0.837 0.518 -2.873 0.12
C -2.154 -0.243 3.399 -0.12
Br -4.158 0.237 5.374 0.70
H 2.447 -0.009 1.285 0.12
H -3.867 2.663 3.706 0.10